# C32H57MoO5Si4

C32H57MoO5Si4 as an isolated structure (the ωB97M-V functional and the def2-TZVPD basis, OMol25).

```
99
Properties=species:S:1:pos:R:3:forces:R:3
C 0.664496 -2.433048 -6.076004 -0.062 0.189 -0.965
C 0.577368 -1.136555 -5.263436 -0.306 -0.018 0.044
C 1.234121 -3.505034 -5.098442 -0.287 0.165 -0.753
C 1.813424 -2.730765 -3.918283 0.229 0.645 0.945
H 2.013390 -4.041274 -5.638245 -0.050 -0.096 0.084
H 0.452998 -4.222853 -4.849434 0.078 0.068 0.175
C 1.713120 -1.224801 -4.241496 -0.053 -0.038 -0.863
H -0.393966 -1.147781 -4.751416 0.177 0.043 0.000
H 0.613437 -0.242136 -5.896318 -0.015 -0.213 0.191
C 1.429935 -0.484819 -2.951743 0.509 -0.244 0.159
H 2.645613 -0.860857 -4.699406 -0.192 -0.086 0.080
H 2.870337 -2.988250 -3.794491 -0.163 -0.086 -0.016
C 1.150140 -2.854290 -2.507157 -0.017 1.561 0.415
C -0.682176 -2.776106 -6.704566 -1.624 0.338 0.974
C 1.514883 -2.303431 -7.341232 1.751 -0.609 -0.077
O 2.302524 -3.138349 -7.746929 -0.665 0.698 0.523
O -1.762998 -2.484807 -6.220662 1.207 -0.430 -0.508
O -0.564301 -3.411253 -7.883761 -0.290 -0.005 0.321
O 1.306975 -1.151982 -7.999541 -0.049 -0.209 0.001
C 2.030985 -1.071574 -9.233149 -0.023 0.104 -0.213
H 1.732756 -0.125899 -9.685838 0.065 -0.114 0.061
H 1.774910 -1.912220 -9.887933 0.017 0.178 0.171
H 3.106750 -1.092861 -9.043968 -0.144 0.027 -0.029
C -1.813046 -3.687735 -8.525824 -0.231 -0.105 -0.221
H -2.499752 -4.209870 -7.846849 0.240 0.179 -0.195
H -1.559838 -4.315725 -9.380548 -0.075 0.074 0.111
H -2.279954 -2.754278 -8.868197 0.117 -0.249 0.163
O 0.872982 -1.399833 -2.019843 0.241 -2.253 -1.523
H 0.743897 0.362295 -3.112595 0.147 -0.432 0.127
H 2.375115 -0.091532 -2.547744 -0.199 0.036 -0.023
C 2.156101 -3.444410 -1.533946 -0.151 -0.086 0.193
C -0.158374 -3.624994 -2.491555 0.105 0.099 0.080
H 0.056989 -4.658620 -2.797877 -0.191 0.182 0.055
H -0.891483 -3.182263 -3.180335 0.109 -0.146 0.234
H -0.569176 -3.661780 -1.474711 0.054 0.092 -0.281
H 1.739977 -3.486384 -0.521360 0.091 0.053 -0.149
H 3.068952 -2.838658 -1.518596 -0.138 -0.118 0.023
H 2.406940 -4.465962 -1.854227 0.035 0.183 0.102
Mo -0.094388 0.705289 0.153494 0.873 3.570 0.270
C 1.971405 1.745955 1.234344 -0.439 0.687 -0.416
C 2.184833 1.102002 -0.031614 -0.472 0.537 -0.553
C 1.469700 1.892069 -1.034656 0.432 -0.318 0.344
H 2.780314 0.211047 -0.219874 0.017 0.381 0.042
C 0.779569 2.951613 -0.352380 0.880 -0.827 0.264
C 1.137307 2.893488 1.026914 0.730 -0.904 -0.247
H 0.905737 3.656709 1.769174 -0.342 -0.677 -0.219
H 2.438693 1.463051 2.171117 -0.322 0.081 -0.185
H 1.575746 1.792944 -2.111442 -0.184 0.163 0.506
H 0.200571 3.735921 -0.831093 0.046 -0.257 0.150
C -1.980150 -0.308063 0.808559 -0.827 0.816 -0.281
C -2.270353 1.102434 0.740451 -0.771 -1.280 -0.227
C -2.043731 1.544301 -0.598357 -0.280 -0.906 0.322
H -2.688889 1.699531 1.549204 0.599 -0.160 -0.223
C -1.605558 0.418066 -1.382639 0.025 -0.329 0.104
C -1.557567 -0.741139 -0.500969 -0.456 -0.134 0.168
H -1.320100 -1.763412 -0.770443 -0.102 0.359 -0.035
H -2.112316 -0.928125 1.681692 0.101 0.085 -0.026
H -2.264404 2.538504 -0.965121 0.349 -0.077 0.071
H -1.383324 0.433906 -2.441734 -0.131 -0.061 0.099
C -0.189036 -1.663081 3.601393 0.346 -0.672 0.218
Si 0.426120 -0.192143 4.600864 -1.195 1.764 -0.352
C 0.037285 -0.455011 6.426417 0.449 -0.791 0.198
C 2.292086 -0.069965 4.399848 0.329 -0.484 0.191
Si -0.654357 1.728092 3.839433 0.254 0.054 -0.609
Si -2.783119 1.672559 4.766662 1.954 -0.105 -0.324
C -2.788410 1.992121 6.620364 -0.792 -0.088 0.321
C -3.864875 2.973793 3.943750 -0.533 0.144 0.155
C -3.536228 -0.026993 4.463356 -0.636 -0.144 0.226
Si 0.375819 3.544043 4.883864 -0.894 -1.814 -0.743
C 0.499942 3.350791 6.748342 0.277 0.777 0.314
C 2.134969 3.900304 4.293113 0.156 0.420 0.178
C -0.727231 4.995352 4.404016 0.299 0.684 0.317
H 0.322227 -2.556001 3.988913 -0.124 -0.159 -0.145
H 0.048758 -1.577734 2.532258 -0.001 0.140 0.223
H -1.267761 -1.829161 3.700796 0.151 0.117 0.036
H 0.607429 -1.345775 6.727581 -0.133 -0.040 0.401
H 0.354058 0.386422 7.054279 -0.075 -0.128 -0.230
H -1.027337 -0.647968 6.607453 0.193 0.054 -0.105
H 2.592863 -0.191739 3.352367 -0.069 -0.007 0.209
H 2.714686 0.865787 4.784704 -0.167 -0.157 -0.063
H 2.730103 -0.898905 4.974291 0.190 0.089 -0.102
H -2.555125 3.037642 6.851019 -0.063 -0.142 -0.072
H -3.810163 1.783838 6.968994 0.035 0.112 0.325
H -2.096925 1.347823 7.174051 -0.088 0.117 -0.202
H -4.444692 2.534707 3.123648 0.046 0.086 0.038
H -4.573504 3.350679 4.691818 -0.129 0.069 -0.150
H -3.305213 3.829623 3.552836 0.028 -0.221 0.074
H -3.610969 -0.287369 3.402018 0.072 0.147 0.089
H -3.001321 -0.838259 4.970409 0.024 0.202 -0.023
H -4.557405 -0.008103 4.869896 -0.027 -0.192 -0.070
H 1.158766 2.514819 7.023426 -0.159 0.235 -0.122
H 0.951725 4.290867 7.103135 0.004 -0.181 0.413
H -0.473750 3.219167 7.233739 0.287 -0.009 -0.145
H 2.184873 4.245232 3.255683 0.004 -0.070 0.164
H 2.521042 4.708527 4.929801 0.148 -0.016 -0.106
H 2.810812 3.045212 4.400288 -0.164 0.075 -0.008
H -0.935149 5.036897 3.325479 0.141 -0.146 0.267
H -1.687481 4.976245 4.934740 0.180 -0.023 -0.057
H -0.190660 5.912275 4.687986 -0.289 0.176 -0.075
```
Positions in Å, forces in eV/Å.

For the calculated total energy, the calculation gives -2855.907197 a.u. The lowest unoccupied orbital energy (alpha / beta) comes out at 1.873 / 1.872 eV. Its expectation value of S² is 2.016. As for the net charge: -1. The value obtained for the relative energy (zero: lowest compared OMol25 entry of this formula, charge and spin) is 8.6 kcal/mol. As for the spin multiplicity: 3.

---

# C32H57N9O4P2RbS2

C32H57N9O4P2RbS2 as an isolated structure (the ωB97M-V functional and the def2-TZVPD basis, OMol25).

```
107
Properties=species:S:1:pos:R:3:forces:R:3
Rb -0.498711 -0.597122 -0.280672 1.052 -0.522 -0.101
C -7.199556 -2.416190 5.096038 -0.059 -0.007 0.061
C -6.316425 -1.953503 3.970568 0.038 0.003 -0.060
C -6.846892 -1.373902 2.826594 -0.023 0.002 -0.001
C -6.026087 -0.959536 1.782930 0.011 0.020 -0.051
C -4.656122 -1.120572 1.877427 0.032 0.024 -0.078
C -4.108717 -1.694920 3.017857 0.077 -0.042 0.086
C -4.931562 -2.107585 4.048772 -0.019 -0.012 0.016
S -3.573661 -0.551592 0.564160 -0.125 0.140 0.028
O -4.463147 -0.020034 -0.459561 0.045 -0.040 0.095
O -2.871288 -1.792468 0.161621 -0.329 0.292 0.305
N -2.574853 0.455878 1.191132 -0.346 -0.155 -0.399
C -2.772320 1.884238 0.934373 0.095 0.247 0.019
C -1.602820 2.647281 0.217783 -0.387 -0.066 0.252
O -1.776850 3.864764 0.038859 -0.082 -0.078 0.025
O -0.584775 1.984305 -0.125540 0.221 0.211 0.156
H -8.233250 -2.108258 4.937202 -0.002 0.001 -0.005
H -6.869890 -2.005957 6.052514 0.007 0.006 -0.003
H -7.186826 -3.504588 5.189949 0.011 -0.001 -0.015
H -7.919844 -1.239098 2.741042 -0.008 -0.010 0.028
H -6.437232 -0.506395 0.890600 0.005 -0.003 0.001
H -3.035422 -1.811816 3.109807 0.007 0.020 -0.040
H -4.491310 -2.552786 4.934547 -0.003 -0.004 0.004
H -2.915472 2.428521 1.875910 -0.042 -0.069 0.016
H -3.669482 2.062096 0.335285 0.034 0.074 -0.015
N 1.866434 -0.650613 2.145271 -0.192 -0.054 -0.076
C 1.780387 -0.126295 3.506227 0.017 0.052 0.055
C 0.489098 0.659417 3.666490 0.057 -0.013 0.020
N -0.651150 -0.250234 3.627794 -0.067 0.044 -0.046
H 2.741387 -1.132521 1.976679 -0.021 -0.022 0.017
H 1.869249 0.124700 1.488483 0.009 -0.166 0.003
H 2.635953 0.510697 3.779726 -0.033 0.012 -0.013
H 1.761525 -0.969389 4.202454 0.027 0.018 0.007
H 0.447779 1.426544 2.875405 -0.017 0.001 0.023
H 0.500095 1.184426 4.625588 0.002 -0.020 -0.002
H -0.570964 -0.783670 2.767957 -0.024 -0.043 0.029
H -1.505520 0.279456 3.475278 0.014 -0.024 -0.006
C 0.116172 3.425053 -2.890054 0.003 0.053 -0.021
P 0.411139 1.636187 -2.676618 -0.340 -0.533 -0.092
C -1.327759 1.006163 -3.014670 0.162 0.112 -0.027
C 1.157036 1.144233 -4.306148 0.105 -0.033 0.002
C 1.480036 2.084111 -5.284751 0.022 0.041 -0.030
C 2.201321 1.741639 -6.420218 -0.008 0.067 -0.010
C 2.613634 0.434389 -6.613050 0.014 -0.065 0.000
C 2.285577 -0.521330 -5.662139 0.012 -0.018 -0.037
C 1.574297 -0.189118 -4.514526 -0.155 0.009 0.003
P 1.148130 -1.491492 -3.275572 -0.004 -0.045 0.118
C 2.698816 -2.471383 -3.150612 0.136 0.093 -0.055
C 0.183794 -2.655121 -4.324151 -0.086 0.020 -0.133
H -0.522325 3.663024 -3.744455 -0.002 -0.015 0.000
H 1.071369 3.942980 -3.003984 -0.011 0.031 0.043
H -0.366135 3.763988 -1.967950 -0.002 -0.017 -0.011
H -1.651572 1.371634 -3.991785 -0.042 -0.012 0.016
H -2.042407 1.343659 -2.256777 0.259 0.065 -0.022
H -1.366571 -0.088777 -3.040778 0.101 0.124 -0.024
H 1.170068 3.112775 -5.157591 -0.001 0.013 0.003
H 2.439089 2.502325 -7.154731 0.001 -0.003 -0.001
H 3.179277 0.157601 -7.494256 -0.001 -0.003 0.001
H 2.600496 -1.547661 -5.816113 0.002 0.005 -0.018
H 3.019665 -2.895993 -4.104576 0.000 0.009 -0.003
H 2.527229 -3.289693 -2.448314 -0.032 0.004 0.002
H 3.499009 -1.852161 -2.741569 -0.020 -0.011 0.032
H 0.713347 -2.933447 -5.238406 0.008 0.006 0.006
H -0.771943 -2.205915 -4.597668 0.005 0.009 0.009
H -0.024671 -3.559877 -3.749907 0.007 0.009 0.022
C 4.510834 1.120787 -3.080553 0.038 0.030 -0.016
N 4.464973 2.057858 -1.971163 0.215 -0.115 0.014
C 5.598381 2.975512 -2.009881 -0.057 0.108 0.004
C 4.182213 1.530187 -0.712879 -0.264 0.065 0.067
S 4.334776 -0.102751 -0.377867 0.000 -0.045 0.011
N 3.766843 2.440532 0.188882 0.133 -0.009 -0.156
C 3.539931 2.102958 1.579624 0.046 0.020 -0.021
C 3.275795 3.757216 -0.188079 -0.138 0.049 0.030
H 4.442688 1.688468 -4.010294 0.001 0.006 0.000
H 3.662318 0.451753 -3.019273 -0.037 -0.031 -0.038
H 5.432578 0.526397 -3.079117 -0.021 -0.009 -0.004
H 6.544390 2.420756 -1.954191 0.002 0.008 -0.009
H 5.564489 3.684024 -1.186760 0.004 -0.015 -0.004
H 5.576618 3.534728 -2.945845 -0.001 -0.001 -0.005
H 4.110935 1.218186 1.844037 0.010 0.025 0.008
H 2.478864 1.906562 1.754699 0.072 0.179 0.006
H 3.846498 2.948277 2.198105 -0.014 0.002 0.014
H 3.135075 3.805707 -1.262950 -0.024 0.007 0.013
H 3.965183 4.545814 0.129546 0.003 -0.016 0.000
H 2.313367 3.919974 0.299471 -0.039 -0.019 -0.037
C -0.576590 -3.438351 1.728893 -0.038 0.042 -0.085
N -1.077640 -4.744970 2.167551 0.049 -0.025 -0.008
C -1.718517 -5.379839 1.014014 -0.048 -0.022 -0.005
N -0.788860 -5.563630 -0.110844 0.059 -0.024 0.040
C -0.285066 -4.239331 -0.490686 -0.050 0.007 -0.027
N 0.387769 -3.561265 0.618551 -0.079 0.038 0.088
C 1.490722 -4.399883 1.079255 0.057 0.017 -0.114
N 1.041681 -5.734238 1.496931 0.046 0.002 0.008
C 0.062261 -5.559875 2.574830 -0.021 -0.007 0.064
C 0.349310 -6.353423 0.363754 -0.021 -0.032 -0.041
H -0.084693 -2.935075 2.563686 -0.002 -0.008 0.001
H -1.428567 -2.851107 1.382235 0.016 0.047 0.095
H -2.548431 -4.751064 0.686539 -0.001 -0.008 0.003
H -2.103535 -6.358416 1.312981 0.002 0.007 -0.002
H -1.128612 -3.629105 -0.825484 0.023 -0.003 0.016
H 0.426981 -4.355780 -1.314385 -0.022 -0.004 -0.009
H 1.976661 -3.904901 1.923081 -0.001 -0.008 -0.002
H 2.219727 -4.512262 0.271064 -0.006 0.004 0.008
H 0.554852 -5.078884 3.423408 -0.004 -0.004 -0.007
H -0.293296 -6.545209 2.888984 -0.002 0.007 -0.009
H -0.008204 -7.340590 0.668542 0.004 0.005 -0.004
H 1.059841 -6.477563 -0.458197 -0.006 -0.001 0.006
```
Positions in Å, forces in eV/Å.

For the calculated total energy, the calculation gives -3550.583065 a.u. The lowest unoccupied orbital energy comes out at 2.017 eV. As for the net charge: -1. The value obtained for the relative energy (zero: lowest compared OMol25 entry of this formula, charge and spin) is 9.6 kcal/mol. As for the spin multiplicity: 1.

---

Results for max |F|: 3.69, 1.18 (in eV Å⁻¹, following the order of the records).